No. 1
A 6-piece molecular cluster, C24H44Cl10FN5O4PS overall, computed with ωB97M-V with the def2-TZVPD basis set.

- frontier orbital gap (eV) = 7.4252
- total energy (a.u.) = -6956.735558
- HOMO level (eV) = -11.7873
- largest force on an atom (Eh/bohr) = 0.04495
- E_LUMO (eV) = -4.36
- total charge = +1

Geometry (Å):
N: -3.32865 4.91705 2.63323
C: -2.03414 4.43141 2.79807
O: -1.65423 4.01522 3.87783
C: -1.12462 4.46767 1.57455
C: -1.03061 3.10767 0.79841
C: -1.29414 1.90877 1.71258
C: -2.54159 1.28812 1.65611
C: -3.68333 1.72842 0.75109
O: -4.33654 2.69178 1.04030
O: -4.03125 1.00907 -0.37481
S: -2.78818 0.97809 -1.51929
C: -2.78018 0.19889 2.51191
P: -4.41379 -0.65578 2.54819
O: -4.72195 -1.30179 1.25906
C: -1.78190 -0.22254 3.33608
N: -0.58863 0.36374 3.38417
C: 0.47179 -0.08690 4.30831
C: 0.24592 -1.49437 4.91701
C: 1.59490 -2.21518 5.06752
F: 1.98923 -2.60495 3.79027
C: -0.32452 1.42296 2.59380
C: 0.99001 2.18169 2.62766
C: 2.15642 1.52677 1.83050
N: 1.76933 0.34425 1.07484
N: 3.29822 1.10227 2.68650
N: 2.69826 2.54426 0.88202
H: -3.36990 5.89948 2.39108
H: -3.92947 4.67727 3.41100
H: -1.48657 5.23050 0.87209
H: -0.12793 4.77313 1.91321
H: -0.04942 3.02832 0.30649
H: -1.75895 3.09638 -0.01951
H: -1.97408 -0.00504 -1.03348
H: -4.31679 -1.62565 3.57727
H: -5.38714 0.28768 2.96933
H: -2.01408 -1.05842 3.99038
H: 1.42856 -0.11897 3.77613
H: 0.54550 0.62777 5.13876
H: -0.37966 -2.16026 4.31231
H: -0.20609 -1.38916 5.91436
H: 1.37961 -3.15147 5.59924
H: 2.35938 -1.61327 5.56942
H: 0.86401 3.20971 2.28958
H: 1.27898 2.26944 3.68525
H: 1.08303 0.61777 0.37171
H: 2.58352 0.04142 0.54498
H: 4.08736 1.72357 2.55094
H: 3.06828 1.16132 3.67295
H: 3.56452 2.18061 0.46824
H: 3.04314 3.32598 1.44339
Cl: -5.03116 -1.45366 -3.61124
C: -6.20253 -0.75654 -2.46032
C: -7.22689 -1.76647 -2.00948
Cl: -8.33270 -2.23524 -3.32578
H: -6.66967 0.10344 -2.93563
H: -5.63254 -0.40409 -1.60201
H: -7.83980 -1.33863 -1.21742
H: -6.75491 -2.66906 -1.62833
Cl: 7.49002 2.78203 -2.52840
C: 6.68206 3.79437 -1.31002
C: 6.89642 3.27724 0.09106
Cl: 6.05704 1.72403 0.37260
H: 5.62398 3.84425 -1.55995
H: 7.10192 4.79563 -1.39807
H: 6.49674 3.98883 0.81265
H: 7.95181 3.12920 0.30650
Cl: -2.95724 -2.40108 -8.00676
C: -4.45736 -3.00371 -7.25332
C: -4.69679 -4.46350 -7.54559
Cl: -5.08233 -4.75124 -9.26073
H: -5.28115 -2.38568 -7.60263
H: -4.35202 -2.85532 -6.17946
H: -5.54750 -4.81828 -6.96532
H: -3.82989 -5.06873 -7.28916
Cl: 7.21836 -1.36012 2.44759
C: 7.00826 -3.05789 2.94211
C: 5.86421 -3.23188 3.90384
Cl: 6.19120 -2.49078 5.49534
H: 7.94825 -3.40262 3.36742
H: 6.81306 -3.63102 2.03672
H: 5.68993 -4.29276 4.07986
H: 4.95241 -2.79499 3.51382
Cl: 0.88727 -4.53784 -6.60117
C: 0.73936 -3.14185 -7.69970
C: 1.81574 -3.12966 -8.75566
Cl: 3.42902 -2.80603 -8.06898
H: 0.76055 -2.23610 -7.09777
H: -0.23968 -3.21459 -8.17189
H: 1.61404 -2.33827 -9.47621
H: 1.86091 -4.07607 -9.28956

No. 2
A 7-piece molecular cluster, C24H44Cl3N8 overall, computed with ωB97M-V with the def2-TZVPD basis set.

- frontier orbital gap (spin up / spin down) (eV) = 3.3770 / 5.1366
- ⟨S²⟩ = 0.759
- spin multiplicity = 2
- total energy (a.u.) = -2759.243146
- HOMO level (spin up / spin down) (eV) = -4.3473 / -6.1068
- largest force on an atom (Eh/bohr) = 0.09041
- E_LUMO (spin up / spin down) (eV) = -0.97 / -0.97

Geometry (Å):
C: 8.07262 -6.17614 5.23625
C: 7.51602 -6.03802 3.79610
N: 6.29043 -5.24653 3.77809
C: 4.98894 -5.77259 3.84167
C: 4.05413 -4.71478 3.61999
N: 4.86650 -3.57422 3.50833
C: 6.18450 -3.89083 3.71453
C: 4.40054 -2.20924 3.41681
H: 7.29227 -6.63658 5.84217
H: 8.38989 -5.25305 5.72137
H: 8.77804 -7.00571 5.28420
H: 7.33312 -7.02620 3.37403
H: 8.26408 -5.50761 3.20689
H: 4.76807 -6.81488 4.01843
H: 2.97474 -4.68956 3.59348
H: 6.97707 -3.19888 3.47076
H: 3.35059 -2.22209 3.70930
H: 4.47085 -1.98744 2.35193
H: 5.02358 -1.48060 3.93547
C: -5.15610 -1.66580 -2.08348
C: -3.92969 -0.67854 -2.24685
N: -2.77795 -1.07971 -1.41372
C: -1.51639 -1.14349 -1.91639
C: -0.69638 -1.57051 -0.84509
N: -1.47141 -1.89030 0.25801
C: -2.76263 -1.63685 -0.09623
C: -1.07898 -2.40813 1.59278
H: -5.72991 -1.77460 -3.00381
H: -5.87800 -1.35279 -1.32917
H: -4.88734 -2.60612 -1.60218
H: -4.28613 0.29155 -1.90046
H: -3.62928 -0.59743 -3.29150
H: -1.34638 -1.00796 -2.97428
H: 0.37346 -1.71267 -0.88532
H: -3.57918 -1.89947 0.56003
H: -0.43653 -3.28824 1.56520
H: -1.99060 -2.74643 2.08533
H: -0.78864 -1.57670 2.23506
C: -1.80347 2.05857 -0.71077
C: -0.92694 2.94368 0.23484
N: 0.16134 2.09818 0.78898
C: 0.16933 1.52702 2.02573
C: 1.28229 0.67847 2.08838
N: 2.07038 0.94996 0.93340
C: 1.30099 1.76135 0.10119
C: 3.31549 0.32900 0.64473
H: -2.43738 1.31634 -0.22566
H: -1.28140 1.65211 -1.57699
H: -2.59099 2.70969 -1.09019
H: -1.53737 3.30265 1.06347
H: -0.51525 3.75775 -0.36173
H: -0.71994 1.72993 2.60402
H: 1.65097 -0.02191 2.82319
H: 1.51600 1.94006 -0.94199
H: 4.12456 0.77909 1.21999
H: 3.62415 0.52280 -0.38253
H: 3.26887 -0.72304 0.92607
C: -1.82538 4.99511 -5.19038
C: -2.12497 4.18555 -3.92044
N: -3.57737 4.16386 -3.88489
C: -4.47457 3.14968 -4.26962
C: -5.73164 3.55658 -3.78696
N: -5.64308 4.83109 -3.27021
C: -4.35004 5.23370 -3.34882
C: -6.75139 5.56163 -2.64355
H: -0.75384 5.02715 -5.38755
H: -2.31558 5.96605 -5.26172
H: -2.32208 4.46537 -6.00325
H: -1.74632 4.59536 -2.98408
H: -1.71802 3.18603 -4.07358
H: -4.09706 2.26576 -4.76213
H: -6.63476 2.96435 -3.79367
H: -3.92477 6.07946 -2.82898
H: -7.65071 4.94595 -2.62745
H: -6.72435 6.55303 -3.09574
H: -6.53500 5.76615 -1.59500
Cl: 5.29182 2.40977 -1.82570
Cl: 2.60604 -3.50561 0.38751
Cl: -2.09670 4.08162 3.87445

No. 3
A 2-piece molecular cluster, C24H44ClF6NO8P3S2 overall, computed with ωB97M-V with the def2-TZVPD basis set.

- frontier orbital gap (eV) = 1.9880
- total energy (a.u.) = -4476.525277
- HOMO level (eV) = -1.5062
- largest force on an atom (Eh/bohr) = 0.18470
- E_LUMO (eV) = 0.48
- total charge = -1

Geometry (Å):
C: 1.62706 4.51702 0.50510
C: 1.93384 2.89343 0.26453
P: 0.42357 1.82254 0.35606
C: -1.01382 2.38206 1.37937
C: -1.65135 3.88878 1.01493
C: 0.57280 -0.00913 -0.13506
C: 1.97295 0.11960 -1.00276
C: 2.49808 -1.11196 -1.89318
C: 4.11666 -1.41440 -1.59496
C: 4.93485 -1.67743 -3.02986
F: 4.29098 -2.84143 -3.68737
F: 4.83286 -0.46405 -3.91830
C: 6.55670 -1.87748 -2.74857
F: 7.12394 -0.78746 -1.87766
F: 7.23360 -1.70631 -4.08469
F: 6.91025 -3.23982 -2.27022
C: -0.81168 -0.51305 -0.93786
S: -0.68705 -0.92935 -2.79905
C: -2.12655 0.43400 -1.06014
O: -2.88045 0.20474 -2.34445
C: -3.25562 1.49334 -2.95206
O: -4.31282 1.36574 -4.00800
C: -3.92645 0.36304 -5.01489
C: -4.83570 -0.98181 -4.71600
O: -6.14770 -0.80518 -5.42034
C: -0.85751 -1.99483 -0.27631
C: -2.05707 -3.06152 -0.37239
C: -3.34934 -2.74219 -1.30212
O: -4.34225 -1.85930 -0.60208
C: -5.48311 -2.75450 -0.21829
O: -6.43619 -3.08873 -1.12959
N: -0.56540 -1.67728 1.21538
P: -1.91399 -1.07512 2.22912
S: -2.25856 -2.41994 3.65360
C: 0.79285 -0.94354 1.26066
C: 1.20382 -0.14243 2.62934
C: 1.40364 -1.07421 3.97119
F: 2.49235 0.63849 2.52078
P: 2.05243 -2.42908 1.12128
O: 3.67211 -1.89809 1.63733
Cl: 1.65643 -4.04077 2.43736
H: 2.64683 5.11672 0.38110
H: 0.91481 4.90337 -0.35559
H: 1.08003 4.72408 1.51748
H: 2.42941 2.86515 -0.82139
H: 2.83784 2.65774 1.00531
H: -1.96783 1.68623 1.41025
H: -0.67617 2.49380 2.51912
H: -1.31391 4.13389 -0.07961
H: -2.83340 3.84117 1.02950
H: -1.30357 4.70714 1.80983
H: 1.78428 1.01887 -1.76410
H: 2.85784 0.35970 -0.23670
H: 1.96752 -2.14523 -1.75600
H: 2.45636 -0.82360 -3.03838
H: 4.24425 -2.38646 -0.92560
H: 4.66310 -0.50674 -1.09592
H: 0.06350 -2.09548 -2.99877
H: -2.88425 0.34230 -0.15163
H: -1.91550 1.60533 -1.14629
H: -3.71496 2.27219 -2.17294
H: -2.33765 2.00456 -3.50565
H: -4.28118 0.76644 -6.06781
H: -2.77574 0.15650 -5.06032
H: -4.28759 -1.97380 -5.00835
H: -5.11573 -0.94148 -3.55636
H: -6.86878 -0.82913 -4.70536
H: 0.02117 -2.54841 -0.87214
H: -2.50013 -3.41000 0.68244
H: -1.59618 -4.07520 -0.81035
H: -3.13166 -2.38923 -2.39723
H: -3.93082 -3.77910 -1.42402
H: -5.46851 -3.18492 0.87208
H: -0.57453 -2.68750 1.55317
H: -1.67955 0.15223 2.91983
H: -3.18046 -0.97254 1.54992
H: 0.41743 0.67151 2.98491
H: 0.57250 -1.88552 4.11718
H: 1.45995 -0.41707 4.95927
H: 2.43583 -1.67247 3.94316
H: 4.24646 -2.72011 1.46656
O: 3.75035 3.84763 6.50786
C: 2.94530 3.13960 5.70329
C: 1.51719 2.96063 6.40448
O: 0.71652 2.24161 5.60529
H: 3.27541 2.12021 5.43503
H: 2.73414 3.56452 4.70590
H: 1.18339 3.98153 6.66097
H: 1.72749 2.54686 7.40675

No. 4
C24H44F6NiO12S4 as an isolated structure, computed with ωB97M-V with the def2-TZVPD basis set.

- frontier orbital gap (spin up / spin down) (eV) = 8.0721 / 8.0369
- ⟨S²⟩ = 2.003
- spin multiplicity = 3
- total energy (a.u.) = -5543.867376
- ΔE to the lowest compared entry with this formula, charge and spin (kJ/mol) = 361.86
- HOMO level (spin up / spin down) (eV) = -7.8201 / -7.7857
- largest force on an atom (Eh/bohr) = 0.08733
- E_LUMO (spin up / spin down) (eV) = 0.25 / 0.25

Geometry (Å):
Ni: 0.24539 -0.36876 0.04584
C: 1.73964 -3.24946 -0.23604
O: 0.30027 -3.47833 -0.31408
O: 1.75905 -1.80696 -0.30250
C: 2.27815 -3.98050 1.03883
F: 2.07149 -5.33263 1.13195
F: 3.64851 -3.90180 1.20900
F: 1.74857 -3.42168 2.04549
C: -0.22181 -4.76876 -0.78290
C: -1.71313 -4.55169 -0.92072
H: -2.21631 -3.97009 -0.14829
H: -1.76446 -3.93769 -1.81987
H: -2.24938 -5.49868 -0.98207
H: -0.07267 -5.59769 -0.09099
H: 0.09448 -5.08875 -1.77571
H: 2.13654 -3.63205 -1.17636
C: -2.15492 2.20084 0.23258
O: -1.69639 2.80046 -0.96336
O: -1.37948 0.99441 0.27977
C: -2.23004 3.16085 1.53614
F: -3.31228 3.86874 1.65659
F: -2.17376 2.39196 2.64298
F: -1.14184 3.92267 1.61560
C: -2.58747 3.68866 -1.57808
C: -1.82805 4.54270 -2.60041
H: -1.21254 5.28257 -2.08871
H: -1.10507 3.99690 -3.20664
H: -2.36732 5.17106 -3.30924
H: -3.05763 4.34931 -0.84966
H: -3.26938 3.02485 -2.10953
H: -3.14320 1.79058 0.02502
C: 4.11427 2.95922 -2.09850
C: 4.50396 1.55718 -1.79224
C: 3.55530 0.61804 -2.57107
S: 1.86145 1.35008 -2.48738
O: 1.06496 0.88806 -1.35144
O: 1.23422 1.45077 -3.80709
C: 2.55593 3.02748 -2.05934
H: 4.44060 3.21231 -3.10724
H: 4.57946 3.44652 -1.24163
H: 4.39326 1.28970 -0.74139
H: 5.55049 1.54853 -2.09688
H: 3.55929 -0.43283 -2.28165
H: 3.84506 0.68602 -3.61965
H: 2.17842 3.23420 -1.05791
H: 2.14161 3.73210 -2.78042
C: 4.60448 1.52201 2.46035
C: 4.78392 0.09000 3.07417
C: 3.53038 -0.68574 2.75222
S: 2.13652 0.62364 2.74058
O: 1.40082 0.46799 3.97619
O: 1.37510 0.62745 1.50487
C: 3.24413 2.08489 2.86764
H: 4.60678 1.35687 1.38294
H: 5.39002 2.23025 2.72383
H: 4.80944 0.19867 4.15844
H: 5.63924 -0.47516 2.70389
H: 3.21378 -1.36902 3.54025
H: 3.68133 -1.24615 1.82960
H: 3.22726 2.30324 3.93541
H: 2.76569 2.96198 2.43187
C: -3.91186 -1.75617 3.62891
C: -3.03594 -0.74708 4.47720
C: -1.50343 -0.84189 4.17885
S: -1.36186 -2.03321 2.74770
O: -1.08958 -3.41506 3.16260
O: -0.51095 -1.45102 1.67624
C: -3.14052 -1.88680 2.29914
H: -4.93146 -1.43780 3.41176
H: -3.84102 -2.78610 3.97867
H: -3.26093 -0.68965 5.54218
H: -3.25287 0.27011 4.15108
H: -0.86461 -1.15673 5.00401
H: -1.08513 0.05588 3.72374
H: -3.34876 -2.73325 1.64473
H: -3.19982 -0.98414 1.69104
C: -3.05141 0.34228 -4.24388
C: -3.95438 -0.08672 -3.09382
C: -3.34444 -1.39672 -2.43623
S: -1.54971 -1.24719 -2.80653
O: -1.14121 -2.25824 -3.83089
O: -0.86509 -1.12606 -1.53302
C: -1.65511 0.37755 -3.64959
H: -3.35280 1.33479 -4.57882
H: -3.24989 -0.24545 -5.14014
H: -4.97645 -0.34161 -3.37400
H: -4.05474 0.74944 -2.40183
H: -3.68858 -2.34042 -2.85942
H: -3.45313 -1.60751 -1.37235
H: -0.84200 0.49257 -4.36634
H: -1.59414 1.08702 -2.82435

No. 5
C24H44KN2O15 as an isolated structure, computed with ωB97M-V with the def2-TZVPD basis set.

- frontier orbital gap (eV) = 10.1628
- total energy (a.u.) = -2778.585308
- HOMO level (eV) = -11.9332
- largest force on an atom (Eh/bohr) = 0.17994
- E_LUMO (eV) = -1.77
- total charge = +1

Geometry (Å):
K: 0.36683 -0.46858 -0.02013
C: -4.76517 -3.85758 0.01887
C: -3.79617 -3.09358 -0.93513
C: -3.46417 -1.67558 -0.40513
O: -2.10317 -1.78158 -0.23113
C: -1.67017 -2.87558 -0.57813
O: -0.48017 -3.06258 -0.54613
O: -2.58417 -3.72358 -0.86413
H: -5.18217 -4.82758 -0.14513
H: -5.67517 -3.22258 0.02187
H: -4.38517 -3.77958 1.03787
H: -4.13017 -3.02258 -1.94313
H: -4.15217 -1.35758 0.43987
H: -3.69517 -1.08258 -1.22213
C: 2.03983 -5.19958 0.47687
O: 1.74583 -5.01158 1.81287
C: 1.67083 -3.81758 2.25487
O: 1.47683 -2.69158 1.37887
O: 1.90183 -3.65658 3.54787
C: 1.95983 -2.32458 4.03087
H: 3.08683 -4.93958 0.42987
H: 1.46883 -4.59758 -0.13513
H: 1.99383 -6.20458 0.22387
H: 0.97283 -1.73758 3.84687
H: 2.61183 -1.64658 3.46487
H: 2.11483 -2.24958 5.15987
C: 2.27183 -2.61458 -2.68013
O: 2.79883 -1.47658 -3.37513
C: 3.13683 -0.41558 -2.63313
O: 2.69683 -0.27858 -1.27713
O: 3.96883 0.47542 -3.19713
C: 4.29283 1.67242 -2.53513
H: 3.04883 -3.17458 -2.12513
H: 1.77883 -3.37558 -3.24913
H: 1.55583 -2.27358 -1.98613
H: 4.74183 1.43042 -1.60413
H: 3.47583 2.18642 -2.24713
H: 4.99383 2.18842 -3.08913
C: 3.49483 0.83242 2.13687
O: 2.74983 1.93442 2.60687
C: 1.50383 1.80942 2.80087
O: 0.74683 0.87342 2.19387
O: 0.99883 2.74442 3.53187
C: -0.34417 2.80242 3.97087
H: 4.40283 1.23842 1.57187
H: 2.95883 0.42542 1.24187
H: 3.83083 0.08242 2.77087
H: -0.42617 3.43842 4.80687
H: -0.69717 1.79942 4.19087
H: -1.02617 3.13342 3.19487
C: -1.23117 -2.83058 -4.05313
O: -0.53917 -1.76458 -4.59713
C: -0.28717 -0.72058 -3.85713
O: -0.44017 -0.74358 -2.50113
O: 0.17283 0.25642 -4.54913
C: 0.35783 1.55242 -4.08113
H: -0.64217 -3.34858 -3.24113
H: -1.33717 -3.54758 -4.78413
H: -2.20517 -2.58858 -3.62713
H: 0.10483 2.36042 -4.78213
H: 1.39183 1.60542 -3.80213
H: -0.32817 1.76142 -3.24613
C: 1.27983 5.15742 1.75487
C: 2.08483 5.27342 0.41487
C: 2.68183 3.90942 -0.01313
C: 1.68583 2.89742 -0.50613
N: 0.94983 2.13542 -0.88813
H: 1.90483 4.74342 2.52687
H: 0.42683 4.48842 1.79287
H: 1.01883 6.16842 2.10887
H: 2.97583 5.96742 0.44687
H: 1.54083 5.82942 -0.31413
H: 3.29883 3.59842 0.78987
H: 3.39983 4.07942 -0.83513
C: -5.30417 2.50742 0.45987
C: -5.09317 1.34642 1.39787
C: -3.68017 1.31942 1.93287
C: -2.61617 1.24942 0.91887
N: -1.85817 1.12242 0.10187
H: -6.28717 2.57042 -0.10413
H: -4.59917 2.34942 -0.31713
H: -5.02217 3.40642 0.96387
H: -5.26717 0.41742 0.87887
H: -5.84817 1.40942 2.19387
H: -3.59017 0.44842 2.54587
H: -3.38017 2.06342 2.72987

Q: Which of these has the highest total energy?
A: C24H44Cl3N8

Q: Among the records above, which one has the highest largest force on an atom?
A: C24H44ClF6NO8P3S2

Q: Among the records above, which one has the lowest total energy?
A: C24H44Cl10FN5O4PS